Record 1
Molecular formula: C34H33BN12OPbS5Se
Method: DFT, the ωB97M-V functional and the def2-TZVPD basis

The geometry in XYZ format:
```
88
Properties=species:S:1:pos:R:3:forces:R:3:lowdin_charge:R:1
Pb -0.827 3.362 -0.902 0.4 -0.3 0.8 0.835
S -4.400 1.845 -3.581 0.3 -0.1 -0.8 0.955
C -5.105 2.673 -2.263 -0.9 -0.5 -1.0 -0.430
C -4.159 3.190 -1.462 -0.1 0.4 0.0 -0.243
C -2.854 2.993 -1.926 1.7 0.4 -0.3 -0.407
C -2.776 2.321 -3.107 -0.9 -0.1 0.3 -0.529
C -1.567 1.860 -3.801 -1.7 -1.5 -1.0 -0.312
C -1.667 0.736 -4.689 1.6 1.0 1.2 -0.012
C -0.455 0.232 -5.179 -2.0 0.1 -0.9 -0.091
C 0.725 0.834 -4.882 1.0 1.2 1.1 -0.077
C 0.675 1.939 -4.024 0.9 -0.8 -1.1 -0.144
N -0.425 2.475 -3.539 0.3 0.1 0.3 0.030
H -6.192 2.758 -2.307 0.4 0.0 0.5 0.060
H -4.347 3.757 -0.593 -0.3 0.5 0.9 0.068
H -2.632 0.286 -4.879 0.1 0.0 -0.1 0.078
H -0.511 -0.524 -5.928 0.1 -0.8 -0.2 0.092
H 1.725 0.566 -5.237 -0.6 -0.3 0.0 0.108
H 1.652 2.352 -3.834 0.0 0.7 0.5 0.098
O -4.519 8.398 2.361 -1.5 0.8 0.8 -0.104
C -3.889 7.498 1.899 1.1 -0.2 0.1 -1.071
S -2.614 7.864 0.750 0.0 -1.3 -0.4 0.905
C -2.088 6.156 0.502 -0.3 0.7 0.8 -1.159
C -2.684 5.257 1.329 0.8 -0.7 -0.7 -1.157
S -2.217 3.537 1.462 -0.3 0.6 0.1 0.365
S -3.960 5.793 2.419 0.2 0.5 -0.6 0.903
S -0.710 6.012 -0.568 -0.4 -0.2 -0.1 0.332
B 3.869 -2.479 2.561 -0.5 0.0 0.5 -0.427
N 3.029 -3.252 1.460 -0.7 1.8 -0.1 -0.099
C 2.003 -2.719 0.685 0.9 0.1 2.0 -0.136
C 1.746 -3.563 -0.325 0.0 -2.5 -0.7 -0.128
C 2.696 -4.627 -0.070 -1.2 -0.4 -2.8 -0.241
N 3.477 -4.411 0.952 -0.4 0.6 0.2 0.041
N 3.042 -1.220 3.092 0.9 -1.1 -0.8 -0.126
C 2.574 -1.055 4.335 -1.7 -0.2 1.0 -0.149
C 1.940 0.191 4.410 1.0 0.1 -1.5 -0.091
C 2.217 0.732 3.081 -1.4 0.3 2.4 -0.231
N 2.843 -0.124 2.313 0.3 -0.3 0.4 0.046
H 4.007 -3.232 3.549 0.1 0.4 -0.6 0.051
H 4.873 -2.064 2.019 0.1 -0.1 0.2 0.040
H 1.452 -1.835 0.947 0.3 0.2 0.3 0.084
H 0.875 -3.633 -0.999 0.8 0.4 0.3 0.086
H 2.807 -5.457 -0.790 0.2 0.1 0.9 0.077
H 2.511 -1.899 5.081 0.5 1.1 -1.1 0.122
H 1.380 0.644 5.228 0.4 -0.2 -0.3 0.071
H 1.859 1.709 2.773 0.3 -0.2 -0.4 0.087
C 3.473 2.006 -1.202 -0.6 1.8 -2.1 -0.042
N 3.821 0.881 -2.032 0.2 -0.8 0.0 -0.121
C 3.187 -0.359 -1.819 2.6 -0.1 -2.1 -0.019
C 3.958 -1.270 -2.488 -0.6 0.2 0.3 -0.029
N 5.018 -0.585 -3.110 -0.6 0.8 0.6 -0.134
C 6.149 -1.119 -3.844 -1.3 0.4 -0.1 -0.068
C 4.942 0.745 -2.814 -0.6 0.1 0.4 -0.737
Se 6.149 2.080 -3.386 -0.7 -0.7 0.4 0.431
H 4.342 2.518 -0.859 0.8 0.1 0.5 0.065
H 2.877 1.626 -0.424 -0.7 -0.2 1.2 0.063
H 2.905 2.800 -1.781 0.4 -1.0 0.6 0.097
H 2.240 -0.492 -1.370 -0.5 0.1 0.7 0.109
H 3.787 -2.348 -2.514 0.4 0.5 -0.2 0.116
H 5.993 -2.152 -3.848 0.1 -1.9 0.2 0.064
H 7.044 -0.857 -3.328 0.8 0.2 0.0 0.068
H 6.128 -0.828 -4.889 0.2 0.5 0.1 0.084
C -0.669 0.296 1.932 -1.6 1.2 0.9 -0.016
C -1.961 0.178 1.137 0.6 -0.8 -0.3 -0.388
N -1.958 0.159 -0.193 -0.3 0.6 0.8 0.112
C -3.253 -0.043 -0.548 -1.6 -0.7 0.3 -0.177
C -4.095 -0.278 0.526 2.1 0.7 0.9 -0.047
N -3.204 -0.119 1.610 -0.6 0.3 1.0 -0.054
C -3.514 -0.329 3.040 0.5 -0.6 -2.2 -0.034
N -3.007 -1.671 3.373 -0.3 0.5 1.6 -0.033
N -2.741 -1.969 4.706 -0.9 2.2 -0.6 0.041
N -2.288 -3.129 4.812 0.2 -0.9 -0.2 0.058
C -2.240 -3.661 3.556 0.2 -1.2 -0.8 -0.258
C -1.820 -4.932 3.145 1.8 -1.2 1.6 -0.041
C -1.822 -5.227 1.818 0.2 -0.5 -1.7 -0.097
C -2.292 -4.273 0.867 0.5 -0.6 0.0 -0.089
C -2.648 -3.022 1.223 -0.9 0.9 0.5 -0.007
C -2.671 -2.741 2.610 -0.1 0.2 -0.2 -0.153
H -0.438 1.366 2.190 -0.6 -0.9 0.1 0.054
H 0.086 0.081 1.223 1.0 -0.8 -0.4 0.043
H -0.664 -0.319 2.869 0.3 0.4 -1.0 0.093
H -3.578 -0.075 -1.557 0.0 0.1 -0.8 0.072
H -5.123 -0.532 0.761 0.2 0.2 -0.6 0.115
H -4.592 -0.167 3.177 0.3 -0.5 0.1 0.135
H -2.958 0.397 3.586 0.3 0.4 0.7 0.120
H -1.283 -5.596 3.903 -1.1 0.8 -1.1 0.135
H -1.377 -6.133 1.343 -0.5 0.6 1.0 0.112
H -2.305 -4.478 -0.197 0.2 -0.3 0.1 0.104
H -2.973 -2.305 0.475 0.1 -0.1 0.2 0.084
```
Forces are in eV/Å.

As for the relative energy (zero: lowest compared OMol25 entry of this formula, charge and spin): 36.3 kJ/mol. For the LUMO energy, the calculation gives 3.53 eV. The gap between HOMO and LUMO comes out at 6.02 eV. Its electronic energy is -181170.5894 eV. As for the charge: -2.

***

Record 2
Molecular formula: C34H33Br2N14O2Sn
Method: DFT, the ωB97M-V functional and the def2-TZVPD basis

The geometry in XYZ format:
```
86
Properties=species:S:1:pos:R:3:forces:R:3:lowdin_charge:R:1
Sn -0.172 0.344 0.443 -0.2 -0.5 -0.4 1.467
C 3.197 1.454 1.193 0.0 -0.1 -0.2 -0.117
N 1.900 1.352 1.825 0.0 0.5 0.3 -0.134
C 1.944 0.756 3.146 -0.1 -0.1 0.1 -0.146
C 1.880 -0.730 3.001 0.0 -0.1 0.2 -0.314
N 1.342 -1.360 1.991 -0.2 0.1 -0.1 0.108
C 1.357 -2.708 2.346 0.0 0.0 0.1 -0.211
C 0.847 -3.826 1.691 -0.1 0.0 0.0 -0.018
C 0.998 -5.057 2.298 0.0 0.0 0.0 -0.073
C 1.634 -5.188 3.542 0.0 0.0 0.0 -0.078
C 2.123 -4.088 4.218 0.0 0.0 0.0 -0.009
C 1.963 -2.856 3.597 0.0 0.0 0.0 -0.181
N 2.295 -1.568 3.985 0.0 0.0 0.1 0.180
C 3.058 1.251 -0.281 -0.1 -0.1 -0.1 -0.301
N 2.069 0.597 -0.840 -0.1 -0.1 -0.2 0.087
C 2.373 0.555 -2.211 0.1 0.1 0.1 -0.215
C 1.696 -0.014 -3.289 0.0 0.1 0.1 -0.031
C 2.260 0.113 -4.541 0.0 0.0 0.0 -0.067
C 3.469 0.796 -4.739 0.0 0.0 0.0 -0.077
C 4.152 1.369 -3.686 0.0 0.0 0.0 -0.013
C 3.580 1.229 -2.428 -0.1 0.0 0.0 -0.182
N 3.980 1.672 -1.176 0.1 -0.1 0.0 0.179
H 3.823 0.644 1.578 0.0 0.0 0.0 0.140
H 3.728 2.390 1.402 -0.1 0.0 0.0 0.136
H 1.395 2.234 1.837 0.1 0.1 0.0 0.093
H 1.063 1.081 3.705 0.1 0.0 0.0 0.088
H 2.829 1.036 3.730 0.0 0.1 0.0 0.133
H 0.326 -3.728 0.749 0.0 -0.1 0.2 0.084
H 0.604 -5.941 1.815 0.0 0.0 0.0 0.106
H 1.733 -6.170 3.984 0.0 0.0 0.0 0.107
H 2.597 -4.184 5.185 0.0 0.0 0.0 0.114
H 2.705 -1.292 4.861 0.0 0.0 0.0 0.171
H 0.751 -0.512 -3.144 -0.1 0.0 0.0 0.087
H 1.757 -0.320 -5.394 0.0 0.0 0.0 0.108
H 3.873 0.876 -5.739 0.0 0.0 0.0 0.108
H 5.082 1.899 -3.836 0.0 0.0 0.0 0.113
H 4.826 2.174 -0.963 0.0 0.0 0.0 0.170
Br -5.843 0.181 -3.904 0.0 0.0 0.0 0.805
C -4.539 -0.002 -2.560 0.0 0.0 0.0 -0.668
C -4.599 0.778 -1.420 0.0 0.0 0.0 -0.072
C -3.600 0.604 -0.475 0.0 0.0 0.0 -0.107
N -2.609 -0.268 -0.617 0.0 0.0 0.2 0.019
C -2.572 -1.023 -1.708 0.0 -0.1 -0.1 -0.243
C -3.516 -0.923 -2.719 0.0 0.0 0.0 -0.048
C -1.435 -1.982 -1.792 0.0 0.0 0.0 -0.200
C -1.505 -3.125 -2.576 0.0 0.1 0.0 -0.041
C -0.406 -3.965 -2.623 0.1 -0.1 0.0 -0.664
Br -0.465 -5.519 -3.677 0.0 0.0 0.0 0.821
C 0.732 -3.662 -1.896 -0.1 0.0 -0.1 -0.085
C 0.706 -2.512 -1.129 0.1 0.1 -0.2 -0.170
N -0.345 -1.697 -1.067 0.2 0.1 0.1 0.025
H -5.384 1.506 -1.274 0.0 0.0 0.0 0.113
H -3.594 1.194 0.435 0.0 0.0 0.0 0.111
H -3.454 -1.518 -3.618 0.0 0.0 0.0 0.109
H -2.401 -3.369 -3.127 0.0 0.0 0.0 0.112
H 1.603 -4.300 -1.918 0.0 0.0 0.0 0.118
H 1.569 -2.226 -0.539 0.0 0.0 0.0 0.107
N 0.732 4.422 -1.113 0.9 1.0 -2.0 0.188
C 0.435 4.456 -2.427 0.5 0.6 0.7 -0.507
N 0.806 5.525 -3.148 0.0 0.1 -0.2 0.177
N -0.222 3.507 -3.047 -0.3 -0.3 -0.6 0.130
C -0.479 2.388 -2.436 0.1 0.4 0.0 -0.316
N -0.723 1.374 -1.932 0.0 -0.4 0.2 0.124
H 1.130 5.232 -0.672 0.0 0.1 0.0 0.118
H 0.221 3.770 -0.531 0.0 -0.6 0.9 -0.018
H 1.359 6.267 -2.760 -0.1 0.0 0.0 0.111
H 0.644 5.505 -4.140 0.0 0.0 0.0 0.116
N -2.122 4.384 0.077 0.0 -0.1 0.0 0.206
C -1.510 3.499 0.905 -1.1 0.1 0.3 -0.516
O -0.365 3.075 0.616 0.3 -0.8 0.8 -0.180
C -2.216 3.065 2.060 0.0 0.0 -0.1 -0.215
C -3.545 3.491 2.301 0.1 0.1 0.2 -0.246
N -4.620 3.865 2.492 -0.1 0.0 -0.2 0.149
C -1.591 2.189 2.962 0.0 0.0 0.1 -0.215
N -1.076 1.454 3.695 -0.1 0.0 -0.1 0.158
H -3.075 4.659 0.246 0.0 0.0 0.0 0.104
H -1.746 4.521 -0.845 -0.1 0.1 0.0 0.091
C -2.978 -2.753 3.523 0.0 0.1 -0.1 -0.072
C -2.981 -1.936 2.246 -0.1 0.0 0.0 -0.307
O -1.890 -1.018 2.191 0.1 0.0 0.2 -0.228
H -3.730 -3.542 3.473 0.0 0.0 0.0 0.081
H -3.206 -2.125 4.385 0.0 0.0 0.0 0.081
H -2.005 -3.213 3.678 0.1 -0.1 0.0 0.070
H -3.927 -1.393 2.149 0.0 0.0 0.0 0.112
H -2.880 -2.577 1.370 0.0 0.0 0.0 0.107
H -1.816 -0.543 3.034 0.0 0.0 -0.1 0.042
```
Forces are in eV/Å.

As for the relative energy (zero: lowest compared OMol25 entry of this formula, charge and spin): 0.0 kJ/mol. For the LUMO energy, the calculation gives -2.68 eV. The gap between HOMO and LUMO comes out at 7.62 eV. Its electronic energy is -206665.2154 eV. As for the charge: +1.

***

Record 3
Molecular formula: C34H33N5O6Y
Method: DFT, the ωB97M-V functional and the def2-TZVPD basis

The geometry in XYZ format:
```
79
Properties=species:S:1:pos:R:3:forces:R:3:lowdin_charge:R:1
Y -1.941 -0.466 1.293 -0.7 0.1 -0.3 1.557
O -3.262 0.438 3.158 0.2 -0.1 -0.1 -0.139
C -3.518 1.837 3.202 0.0 -0.1 0.0 -0.140
C -3.699 2.417 1.817 -0.1 0.0 0.1 -0.243
C -4.274 3.669 1.658 0.0 0.0 0.0 -0.003
C -4.467 4.158 0.380 0.0 0.0 0.0 -0.029
C -4.097 3.370 -0.701 0.0 0.0 0.0 -0.029
C -3.526 2.139 -0.457 0.0 0.0 0.0 -0.092
N -3.310 1.668 0.782 0.2 0.0 -0.1 0.052
H -4.065 -0.058 2.929 -0.1 0.0 0.0 0.100
H -2.665 2.296 3.703 0.0 0.0 0.0 0.143
H -4.402 2.035 3.809 0.0 0.0 0.0 0.140
H -4.580 4.235 2.528 0.0 0.0 0.0 0.127
H -4.916 5.130 0.223 0.0 0.0 0.0 0.120
H -4.251 3.699 -1.719 0.0 0.0 0.0 0.116
H -3.238 1.497 -1.279 0.0 0.0 0.0 0.093
O -5.184 -3.229 0.725 -0.1 0.0 0.0 0.114
C -4.091 -2.746 0.862 0.3 0.5 0.1 -0.562
O -3.797 -1.553 1.327 -0.7 -0.4 0.0 -0.208
C -2.840 -3.512 0.469 0.0 -0.2 -0.1 -0.180
C -2.903 -4.828 0.048 0.0 0.0 0.0 0.024
C -1.717 -5.471 -0.270 -0.1 -0.1 0.0 -0.028
C -0.519 -4.781 -0.163 0.1 0.1 0.0 -0.032
C -0.545 -3.462 0.254 -0.1 -0.2 0.0 -0.103
N -1.687 -2.843 0.562 0.1 0.2 0.0 0.031
H -3.866 -5.314 -0.015 0.0 0.0 0.0 0.129
H -1.726 -6.503 -0.595 0.0 0.0 0.0 0.118
H 0.425 -5.254 -0.395 0.0 0.0 0.0 0.113
H 0.364 -2.883 0.356 0.0 0.0 0.0 0.104
C 3.621 -0.426 -4.828 0.0 0.0 0.2 -0.056
O 3.032 -0.302 -3.538 0.0 0.0 -0.1 -0.090
C 3.739 0.371 -2.588 0.0 -0.1 0.0 -0.225
C 4.992 0.925 -2.778 0.0 0.0 0.1 -0.012
C 5.604 1.616 -1.734 0.0 0.0 -0.1 -0.076
C 4.957 1.760 -0.525 -0.1 0.0 0.1 -0.083
C 3.693 1.203 -0.332 0.0 0.1 0.0 -0.023
C 3.087 0.487 -1.349 -0.1 -0.1 -0.2 -0.148
N 1.805 -0.119 -1.290 0.1 0.3 0.3 0.163
C 1.001 -0.247 -0.191 0.1 0.0 0.0 -0.357
N 1.624 -0.574 0.951 -0.2 -0.1 0.1 0.152
C 1.162 -0.833 2.291 0.4 0.0 -0.3 -0.195
C -0.146 -0.740 2.732 0.2 0.0 0.1 -0.201
C -0.374 -1.084 4.078 0.1 0.0 0.1 -0.148
C 0.643 -1.484 4.925 0.2 0.0 -0.1 -0.081
C 1.953 -1.558 4.452 -0.1 0.0 0.0 -0.018
C 2.216 -1.231 3.136 0.0 0.0 0.1 -0.229
O 3.459 -1.263 2.568 0.0 0.0 0.0 -0.109
C 4.553 -1.673 3.380 -0.1 0.1 0.0 -0.055
N -0.310 -0.145 -0.298 0.3 0.1 -0.2 0.003
C -0.850 0.324 -1.531 0.1 0.0 0.2 -0.256
C -1.711 -0.482 -2.258 -0.1 -0.1 0.0 -0.030
C -2.350 -0.009 -3.403 0.1 0.0 0.1 -0.077
C -2.089 1.280 -3.828 0.0 0.0 0.0 -0.073
C -1.214 2.105 -3.121 0.0 0.0 0.0 -0.014
C -0.606 1.643 -1.962 -0.1 0.0 -0.1 -0.263
O 0.209 2.378 -1.174 0.1 0.1 0.1 -0.076
C 0.624 3.653 -1.656 0.0 -0.1 0.0 -0.046
H 2.893 -0.939 -5.448 0.0 0.0 0.0 0.096
H 4.535 -1.020 -4.766 0.0 0.0 -0.1 0.101
H 3.839 0.555 -5.255 0.0 0.0 0.0 0.098
H 5.498 0.821 -3.726 0.0 0.0 0.0 0.108
H 6.587 2.042 -1.884 0.0 0.0 0.0 0.109
H 5.417 2.307 0.286 0.0 0.0 0.0 0.107
H 3.193 1.356 0.612 -0.1 -0.1 0.0 0.115
H 1.335 -0.180 -2.180 0.0 0.0 -0.1 0.141
H 2.604 -0.792 0.835 0.1 0.0 0.1 0.129
H -1.378 -1.029 4.488 0.0 0.0 0.0 0.081
H 0.443 -1.742 5.957 0.0 0.0 0.0 0.106
H 2.752 -1.865 5.110 0.0 0.0 0.0 0.105
H 5.431 -1.638 2.743 0.0 0.0 0.0 0.096
H 4.401 -2.690 3.745 0.0 0.0 0.0 0.099
H 4.681 -0.988 4.220 0.0 0.0 0.0 0.099
H -1.870 -1.501 -1.921 0.0 0.0 0.0 0.111
H -3.022 -0.649 -3.957 0.0 0.0 0.0 0.111
H -2.567 1.663 -4.720 0.0 0.0 0.0 0.112
H -1.028 3.110 -3.474 0.0 0.0 0.0 0.110
H 1.333 4.032 -0.926 0.0 0.0 0.0 0.098
H -0.224 4.336 -1.735 0.0 0.0 0.0 0.095
H 1.118 3.549 -2.624 0.0 0.1 0.0 0.103
```
Forces are in eV/Å.

As for the relative energy (zero: lowest compared OMol25 entry of this formula, charge and spin): 0.0 kJ/mol. For the LUMO energy, the calculation gives -2.30 eV. The gap between HOMO and LUMO comes out at 7.92 eV. Its electronic energy is -56571.0591 eV. As for the charge: +1.

***

no.,molar mass (g mol⁻¹)
1,1083.03
2,948.25
3,696.57